Formula: C3BrF3I2O
Source: OMol25
Level of theory: ωB97M-V/def2-TZVPD

```
10
Properties=species:S:1:pos:R:3:forces:R:3
C -0.443159 0.250978 -0.513913 -1.9583 -1.2016 0.3477
C -0.855380 -0.979862 0.512943 0.4903 2.4058 -0.6620
C 0.841864 0.889892 -0.268027 2.3255 1.2818 0.7068
O -1.163953 0.452018 -1.449696 0.3554 -0.0133 0.6175
F 0.116831 -1.241369 1.407871 -1.2189 -0.1572 0.3062
F -0.973303 -1.990382 -0.265574 -0.1059 -2.4075 -1.3572
F -2.061089 -0.789252 1.063342 0.7317 0.3901 0.5819
Br 0.951014 1.455812 1.643537 -0.0487 0.1187 -0.8782
I 2.307661 -0.718063 -0.623363 -0.1811 0.7315 -0.2068
I 1.279514 2.670228 -1.507121 -0.3900 -1.1484 0.5440
```
Forces are in eV/Å.

Its HOMO-LUMO gap is 8.64 eV. The value obtained for the electronic energy is -3658.5209 a.u. As for the net charge: 0. The energy above the lowest of the compared OMol25 structures with the same formula, charge and spin comes out at 0.0 kcal per mole.